Entry 1:
{"formula": "C3H3OV", "method": "ωB97M-V/def2-TZVPD", "mol_weight_g_mol": 106.00, "s_squared": 6.0284, "orbital_gap_ev": [6.6893, 7.5849], "total_charge": 0, "multiplicity": 5, "species": ["C", "C", "H", "H", "C", "O", "V", "H"], "positions_angstrom": [[1.124, 2.835, -0.526], [1.219, 1.916, -1.349], [0.729, 3.574, 0.155], [0.881, 1.179, -2.063], [3.495, 2.667, -1.164], [3.950, 2.509, 0.026], [5.674, 2.023, -0.752], [3.209, 3.674, -1.556]]}


Entry 2:
{"formula": "C12H27N7O2PdS", "method": "ωB97M-V/def2-TZVPD", "mol_weight_g_mol": 439.88, "orbital_gap_ev": [6.5850, 6.7083], "total_charge": 2, "species": ["Pd", "C", "O", "C", "O", "N", "N", "H", "H", "H", "H", "H", "H", "C", "C", "N", "C", "C", "C", "C", "N", "H", "H", "H", "H", "H", "H", "H", "H", "H", "H", "H", "H", "H", "H", "C", "C", "C", "N", "N", "C", "N", "S", "H", "H", "H", "H", "H", "H", "H"], "positions_angstrom": [[0.127, -0.930, -0.131], [1.285, -5.242, -3.361], [0.384, -4.636, -2.417], [0.664, -3.526, -1.791], [-0.137, -3.085, -0.966], [1.838, -2.909, -2.072], [2.167, -1.721, -1.418], [0.766, -6.121, -3.724], [2.209, -5.549, -2.869], [1.488, -4.576, -4.200], [2.489, -3.298, -2.733], [2.419, -1.020, -2.106], [2.955, -1.876, -0.800], [-3.502, 2.105, -1.447], [-2.384, 2.465, -2.426], [-1.098, 2.753, -1.773], [-0.701, 4.165, -1.655], [-1.299, 4.852, -0.427], [-0.376, 1.775, -1.252], [0.923, 2.116, -0.563], [-0.728, 0.503, -1.338], [-4.400, 1.849, -2.009], [-3.736, 2.951, -0.803], [-3.244, 1.258, -0.813], [-2.668, 3.358, -2.976], [-2.241, 1.672, -3.165], [-1.042, 4.672, -2.555], [0.384, 4.240, -1.645], [-2.380, 4.944, -0.519], [-0.883, 5.854, -0.332], [-1.078, 4.300, 0.487], [1.641, 2.516, -1.278], [1.359, 1.233, -0.099], [0.770, 2.863, 0.214], [-1.576, 0.311, -1.851], [2.140, 0.067, 5.394], [0.734, 0.289, 4.814], [0.400, -0.705, 3.761], [0.545, -0.542, 2.497], [0.203, -1.635, 1.771], [-0.222, -2.671, 2.473], [-0.586, -3.825, 1.922], [-0.218, -2.307, 4.165], [2.336, 0.818, 6.155], [2.899, 0.159, 4.618], [2.225, -0.916, 5.856], [0.668, 1.286, 4.379], [-0.002, 0.216, 5.617], [-0.566, -3.918, 0.915], [-0.949, -4.582, 2.474]]}


Entry 3:
{"formula": "CHO3S3", "method": "ωB97M-V/def2-TZVPD", "mol_weight_g_mol": 157.22, "orbital_gap_ev": 5.9256, "total_charge": -1, "species": ["C", "O", "O", "O", "S", "S", "S", "H"], "positions_angstrom": [[-0.837, 1.151, 0.186], [3.974, 1.683, 0.044], [1.039, 0.020, -1.122], [3.897, -0.597, 0.958], [-2.320, 1.760, 0.634], [-0.231, 0.813, -1.359], [3.510, 0.307, -0.098], [-0.322, 0.442, 0.974]]}


Entry 4:
{"formula": "C4H23N2O8", "method": "ωB97M-V/def2-TZVPD", "mol_weight_g_mol": 227.23, "orbital_gap_ev": 10.2906, "total_charge": 1, "species": ["N", "C", "C", "C", "O", "C", "N", "O", "H", "H", "H", "H", "H", "H", "H", "H", "H", "H", "H", "H", "H", "O", "H", "H", "O", "H", "H", "O", "H", "H", "O", "H", "H", "O", "H", "H", "O"], "positions_angstrom": [[2.225, -1.588, 0.465], [1.273, -0.409, 0.316], [0.247, -0.518, 1.494], [-1.223, -0.828, 1.169], [-1.268, -2.265, 1.106], [1.987, 0.880, 0.652], [1.781, 1.915, -0.244], [2.842, 0.984, 1.509], [3.188, -1.343, 0.226], [1.948, -2.308, -0.239], [2.182, -1.901, 1.430], [0.849, -0.379, -0.691], [0.276, 0.342, 2.163], [0.660, -1.244, 2.217], [-1.418, -0.533, 0.142], [-1.893, -0.355, 1.884], [-2.181, -2.538, 0.992], [0.853, 1.863, -0.673], [1.845, 2.823, 0.203], [-3.703, 0.484, -0.126], [-3.416, -0.225, -1.524], [-3.115, -0.070, -0.629], [-1.237, 2.749, 1.246], [-0.993, 3.950, 2.189], [-0.572, 3.413, 1.522], [-3.608, 2.844, -1.126], [-2.332, 3.436, -0.639], [-2.922, 2.686, -0.455], [0.373, -4.264, -1.162], [-0.112, -3.972, 0.186], [0.744, -4.081, -0.286], [3.855, -1.603, -2.727], [2.555, -0.900, -3.074], [3.032, -1.276, -2.340], [-1.192, 1.858, -2.310], [-0.874, 0.732, -1.323], [-0.655, 1.641, -1.542]]}


Entry 5:
{"formula": "C5H14N2O", "method": "ωB97M-V/def2-TZVPD", "mol_weight_g_mol": 118.18, "orbital_gap_ev": [7.4353, 7.4074], "total_charge": 0, "species": ["C", "C", "N", "H", "H", "H", "H", "H", "H", "H", "C", "C", "C", "O", "N", "H", "H", "H", "H", "H", "H", "H"], "positions_angstrom": [[1.790, -1.427, -0.077], [1.919, 1.244, -0.392], [2.432, -0.277, 0.212], [2.596, -0.147, 1.210], [0.323, -0.810, -0.049], [1.893, -2.353, 0.488], [1.568, -1.613, -1.128], [1.924, 0.957, -1.443], [1.149, 1.975, -0.151], [2.757, 1.886, -0.128], [-1.346, 1.242, -0.848], [-2.116, -1.032, -0.175], [-1.032, 0.030, 0.014], [-0.741, -0.676, 2.174], [-0.742, 0.445, 1.285], [-0.752, -0.289, 3.057], [-3.088, -0.696, 0.191], [-2.215, 1.138, -1.499], [-0.556, 1.442, -1.570], [-1.605, 2.119, -0.256], [-2.338, -1.201, -1.230], [-1.819, -1.957, 0.316]]}


Entry 6:
{"formula": "C4H9NO2", "method": "ωB97M-V/def2-TZVPD", "smiles": "NCCCC(=O)O", "mol_weight_g_mol": 103.12, "orbital_gap_ev": 10.0704, "total_charge": 0, "species": ["N", "C", "C", "C", "C", "O", "O", "H", "H", "H", "H", "H", "H", "H", "H", "H"], "positions_angstrom": [[-3.056, -0.539, -0.829], [-1.645, -0.729, -0.989], [-0.790, 0.432, -0.506], [0.685, 0.099, -0.593], [1.491, 0.319, 0.665], [2.271, 1.219, 0.808], [1.248, -0.610, 1.612], [-3.613, -0.577, -1.668], [-3.303, 0.330, -0.377], [-1.348, -1.696, -0.572], [-1.355, -0.843, -2.048], [-1.061, 1.293, -1.119], [-1.101, 0.763, 0.482], [0.838, -0.955, -0.865], [1.255, 0.648, -1.342], [1.539, -0.267, 2.469]]}


Entry 7:
{"formula": "C10H16NO5PS", "method": "ωB97M-V/def2-TZVPD", "smiles": "[H]/N=C\\CC1=C([PH2]=S)C(=O)OC1=O.COCCOC", "mol_weight_g_mol": 293.28, "orbital_gap_ev": 8.0816, "total_charge": 0, "species": ["H", "N", "C", "C", "C", "C", "P", "S", "C", "O", "O", "C", "O", "H", "H", "H", "H", "H", "C", "O", "C", "C", "O", "C", "H", "H", "H", "H", "H", "H", "H", "H", "H", "H"], "positions_angstrom": [[-4.813, -1.339, 2.934], [-5.307, -2.121, 2.503], [-4.510, -2.772, 1.777], [-3.051, -2.368, 1.632], [-2.902, -1.380, 0.547], [-2.230, -0.233, 0.539], [-1.299, 0.578, 1.855], [-1.987, 0.323, 3.655], [-2.401, 0.312, -0.862], [-1.658, 1.004, -1.495], [-3.568, -0.252, -1.343], [-3.547, -1.541, -0.805], [-3.935, -2.516, -1.370], [-4.870, -3.643, 1.252], [-2.472, -3.250, 1.365], [-2.669, -2.015, 2.576], [0.065, 0.277, 1.703], [-1.363, 1.943, 1.531], [1.362, 0.867, -0.891], [2.379, 1.191, 0.041], [3.494, 0.312, -0.012], [4.644, 0.910, -0.792], [4.318, 1.082, -2.161], [3.969, 2.415, -2.492], [0.683, 1.713, -0.955], [1.765, 0.664, -1.885], [0.801, -0.010, -0.542], [3.204, -0.651, -0.442], [3.820, 0.139, 1.018], [5.494, 0.221, -0.747], [4.954, 1.860, -0.346], [4.864, 3.044, -2.536], [3.263, 2.839, -1.775], [3.503, 2.400, -3.476]]}


Entry 8:
{"formula": "C6H5Cl2O2", "method": "ωB97M-V/def2-TZVPD", "mol_weight_g_mol": 180.01, "s_squared": 2.0110, "orbital_gap_ev": [4.0719, 6.7613], "total_charge": -1, "multiplicity": 3, "species": ["C", "C", "C", "C", "C", "C", "O", "O", "Cl", "Cl", "H", "H", "H", "H", "H"], "positions_angstrom": [[0.243, 2.072, 0.059], [1.574, 1.823, -0.210], [-0.844, 1.234, 0.062], [-0.731, -0.097, -0.700], [0.624, -0.848, -0.264], [1.879, -0.023, -0.319], [2.589, 2.463, -0.422], [-1.988, 1.514, 0.474], [2.841, -0.398, -1.733], [2.925, -0.258, 1.195], [0.032, 3.061, 0.525], [-1.564, -0.797, -0.710], [-0.652, 0.286, -1.706], [0.617, -1.326, 0.602], [0.737, -1.704, -0.939]]}


Entry 9:
{"formula": "C11H15NS", "method": "ωB97M-V/def2-TZVPD", "mol_weight_g_mol": 193.32, "s_squared": 0.7686, "orbital_gap_ev": [8.8906, 5.6251], "total_charge": 1, "multiplicity": 2, "species": ["C", "C", "C", "C", "C", "C", "C", "C", "C", "N", "H", "H", "H", "H", "H", "H", "H", "H", "H", "C", "C", "S", "H", "H", "H", "H", "H", "H"], "positions_angstrom": [[3.614, -0.011, -0.828], [1.516, 1.273, -0.112], [2.190, 0.272, -0.858], [0.171, 1.222, -0.493], [1.230, -0.370, -1.637], [0.840, 2.503, 1.778], [-0.501, 2.409, 1.424], [1.906, 1.909, 1.080], [-0.879, 1.764, 0.238], [0.003, 0.164, -1.402], [1.045, 3.155, 2.616], [-1.237, 2.919, 2.028], [2.968, 2.018, 1.277], [-1.919, 1.744, -0.050], [4.415, 0.561, -0.336], [4.022, 0.143, -1.836], [1.425, -1.158, -2.346], [-0.855, -0.146, -1.827], [3.806, -1.083, -0.634], [-1.658, -2.890, 0.380], [-2.877, -3.533, -0.260], [-1.963, -1.079, 0.427], [-1.573, -3.144, 1.456], [-0.679, -3.259, 0.092], [-2.916, -4.627, -0.180], [-3.163, -0.977, -0.141], [-2.872, -3.300, -1.325], [-3.788, -3.295, 0.287]]}


Entry 10:
{"formula": "C17H18Cl3N6NbO4SSi", "method": "ωB97M-V/def2-TZVPD", "mol_weight_g_mol": 629.79, "orbital_gap_ev": 4.2310, "total_charge": 2, "species": ["Nb", "N", "C", "C", "C", "C", "C", "C", "S", "O", "O", "N", "C", "N", "C", "C", "C", "N", "H", "H", "H", "H", "H", "H", "H", "H", "H", "N", "C", "C", "O", "O", "H", "H", "H", "H", "C", "C", "C", "N", "C", "C", "H", "H", "H", "H", "H", "Cl", "Si", "Cl", "Cl"], "positions_angstrom": [[1.476, 0.465, -0.450], [-6.420, 0.273, 1.229], [-5.122, -0.098, 1.112], [-4.250, 0.558, 0.203], [-2.916, 0.160, 0.089], [-2.410, -0.768, 1.012], [-3.266, -1.437, 1.920], [-4.610, -1.089, 1.978], [-0.668, -1.061, 1.189], [0.081, 0.068, 1.795], [-0.572, -2.295, 1.941], [0.121, -1.135, -0.217], [-0.295, -1.677, -1.452], [0.466, -1.184, -2.460], [0.237, -1.681, -3.690], [-0.833, -2.574, -3.886], [-1.560, -2.948, -2.770], [-1.306, -2.520, -1.524], [-6.893, 0.844, 0.558], [-7.049, -0.305, 1.770], [-4.611, 1.374, -0.428], [-2.340, 0.578, -0.743], [-2.802, -2.191, 2.588], [-5.264, -1.560, 2.714], [0.847, -1.289, -4.475], [-1.080, -2.985, -4.892], [-2.449, -3.606, -2.845], [1.123, 2.371, 0.767], [0.466, 3.379, -0.052], [-0.465, 2.694, -1.006], [-1.418, 3.271, -1.508], [-0.012, 1.521, -1.399], [0.421, 1.987, 1.433], [1.933, 2.693, 1.319], [1.252, 3.891, -0.627], [-0.062, 4.177, 0.493], [4.824, 0.071, 2.858], [4.921, 1.055, 1.873], [3.958, 1.061, 0.894], [3.056, 0.017, 0.730], [3.168, -1.071, 1.525], [3.930, -0.988, 2.702], [5.473, 0.122, 3.718], [5.705, 1.803, 1.869], [3.774, 1.917, 0.228], [2.578, -1.924, 1.277], [3.762, -1.739, 3.477], [4.854, 1.912, -1.948], [3.299, 0.287, -2.296], [2.610, 0.998, -4.297], [4.334, -1.425, -2.298]]}


Entry 11:
{"formula": "C18H52N2O12", "method": "ωB97M-V/def2-TZVPD", "smiles": "COCCNCCOC.COCCNCCOC.OCCO.OCCO.OCCO.O.O", "mol_weight_g_mol": 488.62, "orbital_gap_ev": 9.0184, "total_charge": 0, "species": ["C", "O", "C", "C", "N", "C", "C", "O", "C", "H", "H", "H", "H", "H", "H", "H", "H", "H", "H", "H", "H", "H", "H", "H", "C", "O", "C", "C", "N", "C", "C", "O", "C", "H", "H", "H", "H", "H", "H", "H", "H", "H", "H", "H", "H", "H", "H", "H", "O", "C", "C", "O", "H", "H", "H", "H", "H", "H", "O", "C", "C", "O", "H", "H", "H", "H", "H", "H", "O", "C", "C", "O", "H", "H", "H", "H", "H", "H", "O", "H", "H", "O", "H", "H"], "positions_angstrom": [[-21.810, -3.424, 4.122], [-21.856, -2.993, 5.528], [-22.158, -1.614, 5.704], [-23.506, -1.457, 6.366], [-24.538, -2.006, 5.525], [-25.076, -1.094, 4.471], [-26.316, -0.446, 4.896], [-26.882, 0.458, 3.967], [-26.446, 1.815, 3.934], [-21.150, -4.279, 3.973], [-21.460, -2.630, 3.462], [-22.747, -3.706, 3.643], [-22.345, -1.096, 4.763], [-21.328, -1.227, 6.296], [-23.691, -0.385, 6.295], [-23.509, -1.800, 7.400], [-24.215, -2.873, 5.120], [-25.408, -1.708, 3.634], [-24.332, -0.375, 4.129], [-26.324, -0.096, 5.928], [-27.113, -1.188, 4.863], [-26.935, 2.307, 3.093], [-25.406, 1.904, 3.621], [-26.682, 2.397, 4.825], [-15.485, 3.402, -1.245], [-15.809, 2.153, -1.633], [-15.253, 1.520, -2.766], [-13.689, 1.453, -2.706], [-13.166, 0.537, -3.657], [-11.744, 0.990, -3.993], [-10.922, 0.149, -5.036], [-11.375, 0.055, -6.428], [-12.768, -0.136, -6.539], [-16.352, 3.907, -0.819], [-15.027, 4.034, -2.006], [-14.729, 3.274, -0.469], [-15.462, 2.067, -3.685], [-15.629, 0.517, -2.970], [-13.508, 1.138, -1.678], [-13.257, 2.450, -2.801], [-13.077, -0.408, -3.313], [-11.169, 1.033, -3.068], [-11.691, 2.061, -4.189], [-10.982, -0.883, -4.690], [-9.862, 0.405, -5.041], [-12.991, -0.561, -7.518], [-13.337, 0.789, -6.445], [-13.053, -0.805, -5.727], [-18.900, 2.002, 6.956], [-19.431, 2.736, 5.827], [-18.279, 2.894, 4.745], [-17.246, 3.639, 5.278], [-19.445, 2.044, 7.746], [-20.241, 2.137, 5.411], [-19.777, 3.756, 5.997], [-18.419, 3.394, 3.786], [-17.973, 1.872, 4.518], [-17.198, 3.325, 6.184], [-23.106, -0.901, 13.870], [-22.808, 0.424, 13.340], [-21.394, 0.406, 12.676], [-21.295, 1.581, 11.951], [-23.959, -0.791, 14.296], [-23.672, 0.619, 12.705], [-22.785, 1.016, 14.255], [-21.256, -0.493, 12.076], [-20.627, 0.344, 13.449], [-21.240, 2.181, 12.698], [-16.428, 8.304, 4.110], [-17.241, 9.372, 3.648], [-17.627, 10.418, 4.742], [-16.440, 11.018, 5.214], [-16.923, 7.631, 4.582], [-16.514, 9.768, 2.938], [-18.092, 9.142, 3.006], [-18.039, 10.103, 5.701], [-18.282, 11.125, 4.232], [-15.945, 10.510, 5.860], [-23.021, 5.823, 3.316], [-23.449, 6.134, 4.114], [-22.969, 6.596, 2.754], [-12.652, 3.633, 8.208], [-11.800, 3.216, 8.080], [-12.443, 4.521, 8.497]]}


Entry 12:
{"formula": "C18H54O11", "method": "ωB97M-V/def2-TZVPD", "smiles": "OCCO.OCCO.CCO.CCO.CCO.CCO.CCO.CCO.CCO", "mol_weight_g_mol": 446.62, "orbital_gap_ev": 9.7050, "total_charge": 0, "species": ["O", "C", "C", "O", "H", "H", "H", "H", "H", "H", "O", "C", "C", "O", "H", "H", "H", "H", "H", "H", "C", "C", "O", "H", "H", "H", "H", "H", "H", "C", "C", "O", "H", "H", "H", "H", "H", "H", "C", "C", "O", "H", "H", "H", "H", "H", "H", "C", "C", "O", "H", "H", "H", "H", "H", "H", "C", "C", "O", "H", "H", "H", "H", "H", "H", "C", "C", "O", "H", "H", "H", "H", "H", "H", "C", "C", "O", "H", "H", "H", "H", "H", "H"], "positions_angstrom": [[-2.033, -2.868, -0.061], [-2.721, -2.740, -1.265], [-4.096, -2.155, -1.043], [-4.893, -2.891, -0.067], [-2.600, -3.502, 0.467], [-2.194, -1.975, -1.813], [-2.759, -3.633, -1.879], [-4.648, -2.172, -2.001], [-3.879, -1.126, -0.691], [-4.716, -2.453, 0.747], [0.208, -2.101, 1.584], [1.216, -1.103, 1.209], [0.625, 0.127, 0.598], [0.219, -0.101, -0.772], [-0.438, -2.275, 0.828], [1.751, -0.834, 2.159], [1.968, -1.563, 0.579], [1.392, 0.895, 0.738], [-0.254, 0.415, 1.145], [0.924, 0.327, -1.338], [1.882, -1.697, -3.357], [2.788, -0.503, -2.796], [1.959, 0.702, -2.779], [2.391, -2.672, -3.510], [1.515, -1.343, -4.320], [1.043, -1.855, -2.686], [3.672, -0.312, -3.441], [3.051, -0.836, -1.802], [1.640, 0.842, -3.683], [-0.827, 0.160, 5.589], [-0.330, -0.486, 4.284], [-0.753, -1.847, 4.163], [-0.384, -0.395, 6.413], [-1.881, 0.063, 5.708], [-0.451, 1.190, 5.566], [0.778, -0.478, 4.367], [-0.535, 0.138, 3.404], [-0.754, -2.059, 3.226], [1.642, -4.659, -1.156], [2.937, -4.436, -0.374], [3.265, -3.055, -0.571], [0.907, -3.867, -1.003], [1.258, -5.647, -0.867], [1.846, -4.726, -2.225], [3.751, -5.059, -0.672], [2.720, -4.563, 0.719], [4.147, -2.930, -0.173], [4.793, 3.973, 0.905], [4.266, 2.568, 1.203], [3.983, 1.878, -0.068], [5.589, 3.889, 0.207], [5.266, 4.421, 1.766], [4.027, 4.660, 0.537], [3.347, 2.558, 1.777], [5.039, 1.926, 1.772], [4.729, 2.138, -0.656], [-3.264, 0.119, 1.945], [-3.682, 1.466, 1.298], [-4.397, 1.236, 0.033], [-2.940, 0.034, 2.990], [-2.489, -0.240, 1.261], [-4.131, -0.547, 1.725], [-2.885, 2.194, 1.120], [-4.511, 1.920, 1.883], [-3.731, 0.924, -0.635], [-0.445, 4.569, 0.691], [0.132, 3.483, -0.151], [1.449, 3.329, 0.227], [-0.383, 4.384, 1.729], [-1.512, 4.701, 0.458], [-0.019, 5.583, 0.407], [0.100, 3.619, -1.216], [-0.441, 2.539, -0.052], [1.968, 2.879, -0.499], [-2.458, 1.279, -4.038], [-2.254, 1.652, -2.571], [-2.300, 0.539, -1.691], [-3.298, 0.652, -4.303], [-1.547, 0.866, -4.443], [-2.564, 2.131, -4.712], [-3.054, 2.333, -2.179], [-1.330, 2.243, -2.426], [-1.406, 0.162, -1.443]]}